# C29H88O15

A cluster of 15 separate species, C29H88O15 in total (ωB97M-V with the def2-TZVPD basis set, the Open Molecules 2025 dataset).

Structure (XYZ):
```
132
Properties=species:S:1:pos:R:3:forces:R:3
C 0.61862 -0.24143 -6.45744 -0.31 -1.04 -0.55
C -0.22748 -1.22724 -5.61919 -0.49 0.59 -0.50
C -1.35558 -0.49568 -4.92836 -0.44 0.07 1.37
O -0.91758 -2.26155 -6.36255 0.93 0.71 -0.14
H 1.05838 -0.68513 -7.35066 0.14 -0.57 0.13
H 1.45842 0.14584 -5.88051 -0.37 0.43 0.10
H -0.05811 0.48696 -6.90418 0.18 0.52 0.45
H 0.36136 -1.76875 -4.87882 0.36 0.38 0.13
H -1.71931 -1.18449 -4.16590 -0.60 -0.08 -0.09
H -2.17868 -0.15925 -5.55878 0.09 -0.61 -0.48
H -1.15662 0.41234 -4.35915 0.97 0.07 -0.09
H -0.26109 -2.95485 -6.46231 -0.22 -0.53 -0.32
C 3.70052 -1.65997 3.73337 -1.30 1.50 -1.85
C 3.87693 -2.83058 4.58051 -0.64 -1.65 1.36
C 3.61127 -4.22357 3.96251 -0.41 -0.12 -0.08
O 5.13648 -2.83033 5.12361 2.53 -0.46 0.71
H 3.82661 -0.66528 4.16091 0.15 -0.21 0.97
H 2.64428 -1.66687 3.46426 -0.07 0.17 -0.73
H 4.35372 -1.57547 2.86488 -0.13 -0.67 -0.30
H 3.22728 -2.72951 5.44990 -0.88 -0.07 -0.08
H 4.35208 -4.53739 3.22712 -0.06 0.48 -0.35
H 2.59493 -4.31258 3.57879 0.06 0.55 -0.60
H 3.57285 -5.08637 4.62747 0.53 0.48 0.92
H 5.26420 -1.97598 5.54239 0.23 0.02 0.06
C -2.09436 -1.74874 5.00305 -1.88 0.35 0.64
C -3.56789 -1.70464 4.42322 1.23 1.16 -0.13
C -3.94823 -0.31335 3.89478 -0.35 0.22 0.29
O -3.66076 -2.60274 3.35837 -0.22 -0.86 -0.50
H -1.45414 -1.05977 4.45211 0.17 -0.29 -0.10
H -1.71953 -2.76906 5.08400 0.02 0.06 -0.47
H -2.16188 -1.40546 6.03538 0.24 0.30 0.11
H -4.32949 -1.95322 5.16232 0.24 -0.48 0.08
H -3.21474 0.16592 3.24639 0.45 -0.05 0.26
H -4.21859 0.35764 4.71011 0.29 0.19 0.04
H -4.83376 -0.35223 3.26042 -0.22 -0.41 0.14
H -3.08441 -2.23272 2.68568 0.04 -0.22 -0.36
C 4.05045 1.88830 1.44934 -1.25 1.34 -0.05
C 4.20146 3.37968 1.91455 -0.24 -1.02 -0.26
C 3.30793 3.81342 3.03624 -2.03 -0.70 0.35
O 5.51311 3.49604 2.37293 1.96 0.09 0.36
H 3.00796 1.57991 1.37068 -0.36 0.26 0.21
H 4.48939 1.18978 2.16173 0.57 0.16 -0.38
H 4.36024 1.87622 0.40435 0.79 -0.62 0.27
H 4.16038 4.02436 1.03661 -0.79 0.00 -0.11
H 3.31766 4.87037 3.30242 0.48 -0.12 0.02
H 3.38768 3.15765 3.90325 1.06 0.23 0.32
H 2.25250 3.59167 2.87813 -0.25 0.32 -0.89
H 5.87023 4.33663 2.07718 0.09 -0.03 0.15
C 2.09440 4.97335 -0.94730 0.38 -0.03 2.17
C 1.46791 4.08216 -1.97847 -0.15 2.04 -0.01
C -0.05336 4.10736 -1.94144 0.89 -0.81 0.47
O 1.91431 4.61954 -3.22223 0.13 -1.36 -1.35
H 1.95607 4.56123 0.05226 -0.14 -0.11 0.23
H 1.71805 5.99106 -0.84373 -0.60 0.06 -0.54
H 3.17194 5.12409 -1.01274 0.15 -0.45 -0.54
H 1.75147 3.04501 -1.79954 0.61 0.00 -0.65
H -0.38283 3.41981 -2.72043 -0.38 0.58 -0.34
H -0.37805 5.14679 -1.98876 -0.48 -0.27 -0.20
H -0.34281 3.59675 -1.02296 -0.34 0.35 0.29
H 2.07499 5.56573 -3.19994 -0.14 -0.09 0.52
C -0.95761 -1.59140 0.07692 0.06 -0.98 0.38
C -1.06641 -0.14333 -0.11944 0.26 1.89 -0.18
C -0.70752 0.69134 1.16851 -0.41 -1.82 -1.29
O -0.17515 0.24922 -1.14044 1.13 1.14 -0.24
H 0.09423 -1.81195 0.25890 -0.07 -0.25 0.48
H -1.23334 -2.16991 -0.80478 -0.24 0.08 -0.07
H -1.62481 -1.84170 0.90171 0.24 -0.59 0.13
H -2.07793 0.13104 -0.41886 -0.31 0.09 0.13
H -0.89978 1.74973 0.99259 0.03 -0.31 0.38
H 0.29911 0.45176 1.51117 0.28 0.28 -0.34
H -1.34667 0.20333 1.90433 -0.32 0.79 0.40
H -0.32306 -0.10253 -2.02134 -0.49 -0.36 0.17
C 3.55714 -6.39011 0.07098 0.46 -0.22 -0.86
C 2.70307 -5.30994 -0.57472 -1.17 0.68 0.77
C 1.76148 -4.57892 0.39289 -1.67 -0.36 0.73
O 3.51416 -4.30969 -1.15161 0.90 -0.01 -0.19
H 4.07123 -5.97287 0.93685 -0.34 -0.26 0.41
H 4.36688 -6.67698 -0.59995 0.06 0.22 -0.37
H 3.07122 -7.35209 0.23399 -0.38 0.34 0.60
H 2.06042 -5.64442 -1.38911 0.20 -0.48 -0.03
H 1.39868 -3.63011 -0.00241 0.35 -0.02 -0.32
H 1.97657 -4.40311 1.44689 1.36 0.09 -0.14
H 0.83947 -5.12753 0.58531 -0.28 -0.52 -0.56
H 4.19003 -4.20800 -0.47747 0.50 0.61 -0.18
C -6.31489 2.46356 3.05228 -0.57 0.60 -0.31
O -4.98244 2.70772 3.40952 0.90 -0.26 0.62
H -6.81848 3.41975 2.91021 -0.07 0.08 -0.83
H -6.19104 1.85262 2.15812 -0.74 0.21 -0.11
H -6.99871 1.98764 3.75511 0.65 -0.67 0.48
H -4.87442 3.16704 4.24555 -0.23 0.06 0.04
C -3.41660 -3.82888 -6.03682 -0.15 0.19 -1.00
O -3.34597 -3.25177 -7.39235 -0.60 -0.75 1.82
H -4.45509 -3.98595 -5.74531 -0.15 0.07 -0.51
H -2.92577 -4.80184 -6.01364 0.09 -0.06 -0.07
H -2.99119 -3.22749 -5.23343 0.27 0.34 -0.42
H -2.47111 -2.86703 -7.48280 0.27 0.16 0.26
C -0.64690 4.51931 2.16576 -1.21 -0.80 0.23
O 0.43206 5.32260 2.41626 1.68 1.57 0.04
H -1.39143 4.84966 2.89010 -0.79 -0.74 -0.10
H -1.00693 4.69788 1.15255 -0.28 -0.50 -0.16
H -0.36459 3.48100 2.33984 -0.24 0.02 -0.16
H 0.01647 6.18521 2.34698 0.81 0.52 0.16
C 0.61006 -5.26531 -5.09621 0.26 0.72 0.09
O -0.16781 -5.07256 -6.30581 0.82 -0.47 1.39
H 1.34276 -6.06917 -5.16730 -0.16 -0.18 -0.23
H 1.17605 -4.36559 -4.85489 0.05 0.22 -0.56
H 0.02156 -5.38817 -4.18700 -0.51 -0.37 -0.21
H -0.71893 -5.85846 -6.32115 -0.31 0.08 -0.47
C -2.87071 2.88909 -5.14163 0.15 -0.79 -0.80
O -4.17213 3.31948 -4.80604 0.01 0.43 0.49
H -2.74928 2.87205 -6.22472 0.20 0.27 -0.18
H -2.07554 3.50094 -4.71567 -0.43 0.28 0.16
H -2.69001 1.85553 -4.84635 -0.10 0.00 0.36
H -4.79502 2.98093 -5.45333 0.11 -0.05 0.00
C -2.15423 2.38515 6.37536 0.56 -0.68 0.68
O -1.00686 2.98622 6.97238 0.34 -0.02 -0.68
H -2.97013 2.56770 7.07471 -0.72 0.33 -0.84
H -2.20155 2.66647 5.32335 -0.48 0.95 0.33
H -2.11696 1.30354 6.24565 0.51 -0.41 0.49
H -0.76420 2.56008 7.79767 -0.23 -0.19 -0.05
C -3.43749 3.31680 -0.01197 -2.18 -0.81 -0.06
O -3.13563 2.53790 1.15041 1.01 0.46 -0.77
H -3.10674 4.34995 -0.11827 0.70 -0.13 0.59
H -3.27180 2.77196 -0.94137 0.86 -0.16 0.17
H -4.52582 3.36890 -0.04250 -0.33 0.43 -0.07
H -3.84344 2.60729 1.79523 -0.12 0.31 0.21
C 3.02616 -0.70404 -1.96390 0.38 1.92 0.05
O 2.80153 -1.27788 -3.23782 0.46 -0.66 0.72
H 2.56725 -1.22822 -1.12561 -0.39 0.14 -0.17
H 4.07297 -0.53571 -1.71101 0.57 -0.79 -0.20
H 2.75761 0.34683 -2.07195 -0.95 -0.10 0.46
H 3.24722 -2.11605 -3.09488 -0.12 -0.60 -0.81
```
Forces are in eV/Å.

Calculated values
**HOMO-LUMO gap**: 0.366 Eh
**E_tot**: -62204.738 eV
**Highest occupied orbital energy**: -0.355 hartree

Atom charges from the Mulliken analysis, given in e for atoms 1 to 4: number 1, C, carries -1.430; number 2, C, carries 1.083; number 3, C, carries -1.412; number 4, O, carries -0.328